(1)
DFT (the ωB97M-V functional and the def2-TZVPD basis) results for a molecular structure, CrF2HO2P at a distorted geometry.

Geometry as XYZ:
```
7
Properties=species:S:1:pos:R:3:forces:R:3:lowdin_spin:R:1
H -0.1806 -1.9317 -0.1004 -2.08 1.07 -0.01 0.000
P -0.2382 0.1743 0.0616 -3.28 0.38 -0.46 0.010
F -0.7803 0.9586 1.2853 0.92 -1.09 -1.76 0.003
F -0.6624 1.0106 -1.1674 0.86 -0.66 1.69 0.003
O -0.9150 -1.2079 -0.1008 2.09 -0.58 0.40 -0.003
O 1.2456 -0.0685 0.1516 0.75 0.68 0.08 0.036
Cr 2.9802 0.5008 0.2963 0.75 0.20 0.07 3.951
```
Forces are in eV/Å.

Calculated values
* spin multiplicity: 5
* molar mass: 153.972 g/mol
* lowest unoccupied orbital energy (alpha / beta): -13.46 / -12.25 eV
* HOMO (alpha / beta): -22.7 / -22.8 eV
* net charge: +2

***

(2)
DFT (the ωB97M-V functional and the def2-TZVPD basis) results for a molecular structure, C23H44Br2N3O4S2.

Geometry as XYZ:
```
78
Properties=species:S:1:pos:R:3:forces:R:3:lowdin_spin:R:1
O 1.8756 -1.4684 1.4148 -0.39 0.23 0.06 0.000
C 1.8809 -0.2666 1.1240 0.73 0.02 -0.14 0.000
O 2.1248 0.7440 1.8078 -0.18 -0.09 0.00 0.000
C 1.5989 -0.0054 -0.4371 -0.17 0.06 0.05 0.000
Br 3.0011 -1.0465 -1.3792 0.05 0.07 0.02 0.000
C 0.2353 -0.5597 -0.8465 -0.06 -0.28 -0.05 0.000
C -0.8602 -0.4611 0.2195 -0.06 0.06 0.01 0.000
C -2.2217 -0.7502 -0.3965 0.01 0.03 0.02 0.000
S -3.6322 -0.2970 0.6503 -0.19 -0.07 0.08 0.000
N 1.8604 1.4042 -0.8062 0.08 -0.07 0.14 0.000
S 0.7607 2.5800 -0.1275 -0.12 0.07 -0.07 0.000
Br 1.7802 1.7285 -2.6769 0.00 -0.02 -0.14 0.000
H -0.0872 -0.0685 -1.7692 0.03 0.04 -0.01 0.000
H 0.3645 -1.6143 -1.0795 0.00 -0.06 -0.08 0.000
H -0.6483 -1.1852 1.0038 0.02 0.06 0.14 0.000
H -0.8746 0.5283 0.6724 0.04 0.01 0.00 0.000
H -2.3733 -1.8154 -0.5665 0.06 -0.06 -0.17 0.000
H -2.3290 -0.2379 -1.3515 -0.06 -0.05 -0.06 0.000
H -3.5114 1.0294 0.5344 0.08 0.08 0.04 0.000
H 1.4181 2.6624 1.0323 0.06 -0.07 0.17 0.000
C -7.6677 -4.4390 -0.5463 0.13 0.05 0.13 0.003
C -6.6816 -3.9536 -1.6287 -0.28 0.03 0.27 0.026
C -6.9070 -4.6323 -2.9887 0.10 0.00 -0.21 0.018
C -6.3778 -6.0596 -3.1080 0.02 0.04 0.06 0.001
C -4.9102 -6.1177 -2.6825 -0.10 -0.04 -0.17 0.016
C -4.6920 -5.5687 -1.2722 0.01 -0.17 0.36 0.026
N -5.2559 -4.1736 -1.2277 -0.15 -0.38 -0.48 0.383
O -4.4663 -3.3171 -1.7400 0.36 0.37 0.13 0.517
C -5.3197 -6.5244 -0.2507 0.01 0.06 0.04 0.002
C -3.2069 -5.4747 -0.9417 0.07 -0.02 -0.11 -0.001
C -6.8984 -2.4527 -1.7913 -0.10 0.05 -0.09 -0.001
H -7.2475 -5.1704 0.1320 -0.02 -0.03 -0.04 0.001
H -7.9691 -3.5946 0.0740 -0.04 0.01 -0.02 0.000
H -8.5652 -4.8649 -0.9963 -0.01 0.01 -0.03 0.000
H -6.3903 -4.0286 -3.7414 0.02 0.03 0.04 0.002
H -7.9726 -4.5803 -3.2246 -0.01 -0.04 -0.01 0.002
H -6.9861 -6.7594 -2.5281 0.02 0.03 0.07 0.000
H -6.4610 -6.3755 -4.1500 -0.03 -0.04 0.00 0.001
H -4.5341 -7.1435 -2.7124 -0.01 -0.01 -0.03 0.002
H -4.3115 -5.5356 -3.3890 0.02 0.06 0.06 0.002
H -5.2309 -6.1297 0.7624 -0.01 0.02 -0.01 0.001
H -4.7651 -7.4625 -0.2965 0.03 0.01 0.03 0.000
H -6.3616 -6.7622 -0.4440 0.01 -0.03 -0.04 0.000
H -2.6677 -4.8792 -1.6722 -0.01 0.03 0.00 -0.001
H -2.7837 -6.4806 -0.9323 -0.02 0.00 0.03 0.000
H -3.0593 -5.0262 0.0412 0.00 0.01 0.00 0.000
H -6.6162 -1.9171 -0.8853 0.03 -0.02 0.01 0.000
H -7.9630 -2.2902 -1.9787 0.00 0.02 0.01 0.000
H -6.3289 -2.0421 -2.6199 0.03 0.00 0.01 0.000
C 6.1425 2.8766 2.4250 -0.13 0.06 0.12 0.003
C 5.4832 3.7054 1.3008 0.09 -0.35 0.29 0.026
C 6.4849 4.1902 0.2420 0.01 0.15 -0.18 0.018
C 7.3556 5.3799 0.6415 -0.06 -0.04 0.04 0.001
C 6.4841 6.5249 1.1573 0.13 0.00 -0.14 0.016
C 5.5798 6.0877 2.3106 0.06 -0.02 0.36 0.026
N 4.7694 4.9089 1.8436 0.47 0.20 -0.34 0.385
O 3.7746 5.2664 1.1329 -0.47 0.02 0.04 0.516
C 6.4393 5.8059 3.5490 -0.06 -0.02 0.01 0.002
C 4.6056 7.1964 2.6915 0.01 0.11 -0.09 -0.001
C 4.4705 2.7866 0.6322 0.05 0.00 -0.24 -0.001
H 6.3161 3.4279 3.3408 0.04 0.01 -0.02 0.001
H 5.4827 2.0503 2.6894 0.02 -0.03 -0.03 0.000
H 7.0930 2.4562 2.0930 0.00 0.00 -0.03 0.000
H 5.9041 4.4872 -0.6370 -0.05 -0.01 0.02 0.002
H 7.0938 3.3364 -0.0627 0.03 0.01 0.00 0.002
H 8.1068 5.0926 1.3830 -0.05 -0.01 0.05 0.000
H 7.9099 5.7199 -0.2366 0.05 -0.01 0.02 0.001
H 7.0986 7.3627 1.5002 0.02 0.00 -0.03 0.002
H 5.8619 6.8958 0.3374 -0.08 -0.04 0.04 0.002
H 5.8290 5.4371 4.3747 -0.01 -0.02 -0.01 0.001
H 6.8923 6.7501 3.8571 -0.03 0.01 0.03 -0.001
H 7.2491 5.1047 3.3753 0.02 0.02 -0.03 0.000
H 4.0124 7.5178 1.8406 -0.02 -0.03 -0.01 -0.001
H 5.1726 8.0506 3.0678 0.01 -0.02 0.02 0.000
H 3.9267 6.8556 3.4740 -0.01 -0.01 -0.01 0.000
H 3.6728 2.4939 1.3095 -0.02 -0.03 0.07 0.000
H 4.9944 1.8712 0.3471 -0.03 -0.02 -0.02 0.000
H 4.0290 3.2166 -0.2637 -0.01 0.06 0.04 0.000
```
Forces are in eV/Å.

Calculated values
* spin multiplicity: 3
* molar mass: 650.564 g/mol
* lowest unoccupied orbital energy (alpha / beta): 2.12 / 2.12 eV
* HOMO (alpha / beta): -5.2 / -5.2 eV
* net charge: -1

***

(3)
DFT (the ωB97M-V functional and the def2-TZVPD basis) results for 2 unconnected molecules or ions with the total composition C6H11F2NO at a distorted geometry.

Geometry as XYZ:
```
21
Properties=species:S:1:pos:R:3:forces:R:3:lowdin_charge:R:1
C 2.0372 -0.1937 -0.7666 0.40 -2.46 2.36 -0.155
C 2.2973 0.7123 0.4594 -0.12 0.25 -0.18 -0.154
C 0.7561 0.2651 -1.3971 1.03 1.30 -1.48 -0.133
C 0.8731 0.7504 0.9694 1.42 -3.65 -1.81 -0.115
C -2.8441 -1.6980 0.5675 -1.72 -1.88 -1.12 -0.363
C -1.1918 0.9386 -0.1804 -2.10 -0.35 0.90 -0.363
N 0.1002 0.8324 -0.2877 -1.52 0.61 2.23 -0.022
O -1.7419 -0.9989 0.8334 2.34 2.70 -0.46 -0.269
F -1.6097 1.7905 0.7425 -0.15 -0.85 -0.17 0.176
F -1.9743 1.0075 -1.2477 0.89 -0.48 0.63 0.185
H 2.8742 -0.2904 -1.3845 1.06 -0.11 -1.28 0.090
H 1.8646 -1.2093 -0.2645 0.18 1.03 -1.02 0.148
H 2.9505 0.3318 1.2898 -0.37 0.05 -1.20 0.135
H 2.6336 1.7265 0.1875 0.00 -0.33 -0.04 0.118
H 0.9658 1.1207 -2.0607 0.11 -0.33 -0.24 0.141
H 0.1166 -0.3978 -1.9644 0.18 -0.68 0.20 0.140
H 0.7250 -0.2729 1.3998 -0.60 1.09 0.02 0.148
H 0.7967 1.5007 1.6311 -1.31 2.66 2.19 0.091
H -2.9881 -2.5586 1.2975 0.29 0.72 -0.43 0.074
H -2.8503 -2.2295 -0.4630 -0.04 0.69 1.02 0.073
H -3.7906 -1.1273 0.6387 0.05 0.01 -0.12 0.057
```
Forces are in eV/Å.

Calculated values
* relative energy (zero: lowest compared OMol25 entry of this formula, charge and spin): 3.061 eV
* molar mass: 151.156 g/mol
* lowest unoccupied orbital energy (alpha / beta): 0.55 / 0.55 eV
* HOMO (alpha / beta): -7.8 / -7.8 eV
* net charge: 0

***

(4)
DFT (the ωB97M-V functional and the def2-TZVPD basis) results for a molecular structure, C3H9N2S at a distorted geometry.

Geometry as XYZ:
```
15
Properties=species:S:1:pos:R:3:forces:R:3:lowdin_spin:R:1
C -1.4030 0.4128 0.1274 0.61 0.01 2.99 0.252
C 0.4844 0.7313 0.2233 0.49 2.95 1.40 0.402
C 1.4563 0.4645 -0.7669 -0.95 1.09 -3.46 0.440
N 2.2194 -0.6549 -0.7892 0.33 -0.50 -0.04 0.332
N -1.5386 -0.8824 -0.0589 0.54 -2.05 -4.56 0.346
S -1.9733 1.0174 1.7103 -0.49 -1.14 0.53 0.096
H -1.5577 0.9638 -0.7357 -0.45 1.53 -1.50 0.027
H 0.3717 1.8454 0.5390 0.00 -1.87 -0.75 0.034
H 0.7750 0.1475 1.0301 -0.48 -1.07 2.19 0.008
H 1.2981 1.0575 -1.6910 0.80 -0.75 0.34 0.018
H 2.5688 -1.0043 0.0873 -0.02 -0.25 0.15 0.010
H 2.7436 -0.9811 -1.6014 -0.31 0.61 0.33 0.005
H -1.7378 -1.5582 0.5969 -0.43 -1.31 2.09 0.014
H -2.2662 -0.2463 2.3481 0.47 1.75 -1.14 0.007
H -1.4408 -1.3131 -1.0193 -0.11 0.99 1.44 0.008
```
Forces are in eV/Å.

Calculated values
* spin multiplicity: 3
* relative energy (zero: lowest compared OMol25 entry of this formula, charge and spin): 0.871 eV
* molar mass: 105.186 g/mol
* lowest unoccupied orbital energy (alpha / beta): -2.98 / -7.29 eV
* HOMO (alpha / beta): -10.6 / -13.9 eV
* net charge: +1

***

(5)
DFT (the ωB97M-V functional and the def2-TZVPD basis) results for 4 unconnected molecules or ions with the total composition H6IO3 at a distorted geometry.

Geometry as XYZ:
```
10
Properties=species:S:1:pos:R:3:forces:R:3:lowdin_charge:R:1
I 7.7225 -4.9906 -18.2677 -0.02 -0.09 -0.13 -0.271
O 7.7910 -4.5530 -14.7072 -0.12 0.12 1.86 -0.142
H 7.8740 -4.9579 -15.5707 0.02 -0.51 -0.53 -0.146
H 7.7938 -5.2236 -13.9883 0.06 0.49 -1.29 0.030
O 4.2007 -4.1050 -19.1748 -0.61 0.32 -0.26 -0.116
H 5.1440 -4.2571 -19.1974 0.92 0.08 0.13 -0.124
H 3.8711 -4.9625 -18.9217 -0.25 -0.38 0.18 0.009
O 10.7950 -3.5413 -16.9549 1.30 -1.41 -0.37 -0.127
H 10.4887 -2.6983 -16.6760 -0.98 0.72 -0.05 -0.002
H 10.1897 -3.9899 -17.5743 -0.33 0.66 0.46 -0.112
```
Forces are in eV/Å.

Calculated values
* relative energy (zero: lowest compared OMol25 entry of this formula, charge and spin): 0.362 eV
* molar mass: 180.949 g/mol
* lowest unoccupied orbital energy: 3.59 eV
* HOMO: -4.2 eV
* net charge: -1

***

(6)
DFT (the ωB97M-V functional and the def2-TZVPD basis) results for 5 unconnected molecules or ions with the total composition C27H58IN2O5 at a distorted geometry.

Geometry as XYZ:
```
93
Properties=species:S:1:pos:R:3:forces:R:3:lowdin_charge:R:1
C -1.2893 4.2283 -2.7180 -0.10 0.59 -0.33 -0.105
O -0.0723 3.6008 -3.1153 -0.10 -0.30 0.49 -0.200
C 0.5491 2.9265 -2.0250 -0.08 -0.49 1.02 -0.244
C 1.2764 1.6149 -2.4499 -0.67 0.70 -0.82 -0.154
C 0.3558 0.8279 -3.4480 0.63 0.49 0.36 -0.202
C -1.0495 0.4972 -2.8814 0.30 -0.71 -1.00 -0.202
C -1.9460 -0.1828 -3.9772 -0.42 0.20 0.75 -0.184
C -3.1082 -1.0226 -3.3433 0.16 1.39 -0.46 -0.192
C -3.9863 -0.1729 -2.3485 0.17 -0.57 0.31 -0.184
C -3.6042 -0.3989 -0.8502 -0.73 -0.14 -0.56 -0.193
C -3.8447 -1.8804 -0.4096 0.50 0.75 0.87 -0.177
C -2.8056 -2.2685 0.6910 -0.25 -0.92 0.04 -0.134
C -1.3593 -2.2382 0.2222 1.68 0.84 0.51 -0.129
C -0.8870 -2.8853 -0.9643 -1.61 0.25 1.01 0.033
N 0.3806 -2.8651 -1.3146 -0.16 -1.10 -1.56 0.060
N 1.4062 -2.2709 -0.7400 -1.55 0.44 0.97 0.094
C 0.9844 -1.6341 0.3345 1.60 1.45 1.68 -0.678
I 2.5392 -0.5446 1.3580 -0.70 -0.58 -0.59 0.977
C -0.3128 -1.5575 0.9143 -0.93 -1.22 -1.55 0.007
H -1.2405 4.5842 -1.6675 -0.07 -0.23 -0.52 0.093
H -2.1762 3.5658 -2.8626 0.60 0.25 0.21 0.083
H -1.4251 5.1154 -3.3668 0.03 -0.49 0.32 0.095
H 1.2185 3.6346 -1.4791 -0.26 -0.49 -0.40 0.130
H -0.2432 2.6257 -1.2941 0.46 0.24 -0.37 0.109
H 2.2241 1.8737 -2.9638 -0.43 -0.24 0.27 0.102
H 1.5261 1.0121 -1.5500 -0.18 0.39 -0.39 0.078
H 0.2606 1.4437 -4.3624 -0.01 -0.39 0.44 0.100
H 0.9331 -0.0783 -3.7493 -0.71 0.30 0.14 0.112
H -0.9147 -0.2002 -2.0230 -0.17 0.40 -0.27 0.085
H -1.5975 1.3984 -2.5453 0.55 -0.46 0.08 0.091
H -2.4323 0.6305 -4.5604 0.50 -0.52 0.10 0.122
H -1.3370 -0.8051 -4.6671 -0.35 0.36 0.38 0.114
H -3.7837 -1.3178 -4.1719 0.55 -0.35 0.52 0.113
H -2.6500 -1.8970 -2.8407 -0.53 0.23 -0.31 0.069
H -3.9166 0.9149 -2.5485 0.00 -0.60 -0.19 0.110
H -5.0420 -0.4747 -2.5194 0.52 0.30 0.33 0.115
H -2.5583 -0.0640 -0.6990 -0.50 -0.34 0.00 0.088
H -4.2445 0.2423 -0.2027 0.49 -0.30 -0.42 0.122
H -3.8023 -2.6219 -1.2291 -0.06 0.50 0.27 0.103
H -4.8515 -1.9360 0.0574 0.61 -0.21 -0.41 0.126
H -2.9192 -1.6654 1.6167 0.17 -0.14 -0.71 0.135
H -3.0286 -3.3179 1.0028 0.27 0.58 -0.13 0.139
H -1.6088 -3.4167 -1.6021 0.74 0.14 0.16 0.156
H 0.6296 -3.3832 -2.1626 0.05 0.23 0.28 0.198
H -0.4738 -0.9957 1.8440 0.07 -0.26 -0.49 0.125
C 0.8190 -0.6890 6.2271 -0.07 -0.21 -0.09 -0.056
C 1.1778 0.2730 5.1048 -0.07 0.30 0.82 -0.522
C 2.3413 1.1699 5.4973 0.16 0.04 -0.25 -0.059
O 0.0417 1.0753 4.7810 -0.08 -0.09 -0.40 -0.072
H 0.5126 -0.1424 7.1229 0.10 0.05 -0.02 0.087
H -0.0233 -1.3204 5.9366 0.06 -0.01 -0.02 0.078
H 1.6642 -1.3309 6.4830 -0.03 0.02 0.03 0.082
H 1.4352 -0.2895 4.2061 -0.14 0.07 -0.06 0.057
H 2.0854 1.7772 6.3694 -0.02 -0.12 0.05 0.087
H 2.5823 1.8622 4.6874 0.00 -0.05 -0.01 0.077
H 3.2318 0.5830 5.7314 -0.02 0.04 0.04 0.083
H -0.1991 1.5804 5.5683 0.00 -0.06 -0.03 0.083
C 5.1416 -4.7589 2.2729 0.00 -0.17 0.16 -0.057
C 4.2157 -5.0654 1.1071 0.29 0.63 0.08 -0.490
C 4.6155 -4.2867 -0.1367 -0.08 -0.10 -0.18 -0.067
O 2.8706 -4.7371 1.4658 -0.38 -0.25 -0.15 -0.078
H 5.0990 -3.6967 2.5332 0.04 0.02 -0.13 0.078
H 4.8375 -5.3164 3.1601 0.03 -0.04 -0.07 0.083
H 6.1748 -5.0175 2.0355 -0.02 0.04 0.02 0.085
H 4.2375 -6.1352 0.8927 -0.22 0.03 0.06 0.141
H 4.5556 -3.2088 0.0442 0.09 -0.02 0.10 0.059
H 3.9365 -4.5091 -0.9631 0.06 -0.07 0.01 0.071
H 5.6327 -4.5312 -0.4465 -0.03 0.04 -0.01 0.085
H 2.8395 -3.7932 1.6581 0.17 -0.01 0.08 0.034
C 3.6552 1.5543 -5.9604 0.03 -0.19 0.15 -0.062
C 2.6892 1.2855 -7.1046 0.21 0.69 0.06 -0.496
C 3.0952 2.0417 -8.3596 -0.05 -0.12 -0.21 -0.062
O 1.3708 1.6736 -6.7175 -0.18 -0.30 0.05 -0.065
H 3.6657 2.6176 -5.7034 0.04 0.01 -0.13 0.085
H 3.3464 1.0128 -5.0632 0.02 -0.05 -0.06 0.062
H 4.6706 1.2493 -6.2200 -0.01 0.04 0.03 0.082
H 2.6586 0.2146 -7.3152 -0.20 0.03 0.05 0.137
H 3.0875 3.1209 -8.1816 0.09 -0.03 0.10 0.084
H 2.3890 1.8477 -9.1685 0.04 -0.06 0.03 0.081
H 4.0938 1.7510 -8.6910 -0.02 0.05 0.00 0.082
H 1.3831 2.6199 -6.5284 0.02 -0.06 -0.05 0.090
C -3.3377 3.5248 6.0045 0.18 -0.01 -0.18 -0.063
C -3.4317 2.1652 6.6808 -0.38 0.55 0.32 -0.508
C -4.8559 1.8633 7.1206 -0.05 -0.25 0.00 -0.064
O -2.5635 2.1356 7.8137 0.27 -0.26 -0.15 -0.061
H -3.6350 4.3214 6.6922 -0.11 -0.07 0.00 0.084
H -2.3091 3.7330 5.7027 -0.04 -0.05 -0.04 0.074
H -3.9767 3.5720 5.1205 0.00 0.04 0.03 0.080
H -3.0874 1.3889 5.9935 0.14 -0.03 0.15 0.131
H -5.2035 2.6050 7.8452 0.02 0.08 -0.10 0.084
H -4.9064 0.8904 7.6125 0.02 0.01 -0.07 0.080
H -5.5405 1.8604 6.2701 -0.01 0.03 0.04 0.080
H -2.8559 2.8174 8.4302 0.01 -0.05 -0.05 0.089
```
Forces are in eV/Å.

Calculated values
* molar mass: 617.674 g/mol
* lowest unoccupied orbital energy: -4.79 eV
* HOMO: -11.8 eV
* net charge: +1